Run P
# BH4NS

A single BH4NS molecule (ωB97M-V/def2-TZVPD, OMol25).

ORCA input file:
```
! wB97M-V def2-TZVPD RIJCOSX def2/J DEFGRID3
* xyz 0 1
B -0.10204 0.42139 -0.02314
N 1.12169 -0.68589 -0.18617
S -1.74895 -0.21565 0.01837
H 0.18383 1.54591 -0.02140
H 2.03114 -0.39086 0.10966
H 0.89668 -1.63004 0.06915
H -2.38235 0.95514 0.03352
*
```

- HOMO-LUMO gap: 10.08 eV
- HOMO level: -9.527 eV
- Structure (SMILES): NBS



Run Q
# BH4NS

2 unconnected molecules or ions with the total composition BH4NS (ωB97M-V/def2-TZVPD, OMol25).

ORCA input file:
```
! wB97M-V def2-TZVPD RIJCOSX def2/J DEFGRID3
* xyz 0 1
B 0.09359 0.17678 0.22311
N -1.07641 -0.02093 -0.46425
S 1.66864 -0.16457 -0.61756
H 0.20998 0.36660 1.94384
H -1.99480 0.21989 -0.30443
H -1.17028 -0.52181 -1.27713
H 2.26929 -0.05595 0.49642
*
```

- HOMO-LUMO gap: 10.20 eV
- HOMO level: -9.579 eV



Energies, relative to the best one, in kcal/mol: run P 0.0; run Q 28.8.



Run P
# C5H6N2S

A single C5H6N2S molecule (ωB97M-V/def2-TZVPD, OMol25).

ORCA input file:
```
! wB97M-V def2-TZVPD RIJCOSX def2/J DEFGRID3
* xyz 0 1
C 0.03510 -1.56754 -0.14779
C 1.26038 -0.95479 -0.14061
C 1.00954 0.43916 0.16290
C 1.80383 1.48669 0.12097
C -0.49213 0.59889 0.15513
H -2.82998 -0.70268 0.86212
H -2.55656 0.13366 -0.68173
H -0.22683 -2.60629 -0.09338
H 2.35688 -1.41081 -0.24460
H 1.48849 2.47175 0.14923
H 2.88820 1.45667 -0.21742
N -2.42610 -0.85448 -0.00648
N -1.04432 -0.59283 0.18225
S -1.26650 2.10260 -0.10059
*
```

- HOMO-LUMO gap: 7.68 eV
- HOMO level: -8.261 eV
- Structure (SMILES): C=C1C=CN(N)C1=S



Run Q
# C5H6N2S

A molecular structure, C5H6N2S (ωB97M-V/def2-TZVPD, OMol25).

ORCA input file:
```
! wB97M-V def2-TZVPD RIJCOSX def2/J DEFGRID3
* xyz 0 1
C -0.19567 -1.20767 -0.04349
C -1.49942 -1.60885 -0.00798
C -1.71533 0.95019 -0.07760
C 2.49664 -0.03440 -0.01823
C 1.29770 0.63190 -0.03389
N -1.53509 2.15085 -0.06081
N 0.05470 0.10686 -0.02654
S -2.78933 -0.40309 -0.10726
H 0.68692 -1.78127 0.21114
H -1.96773 -2.56399 0.24631
H 3.51078 0.37240 -0.27477
H 2.59776 -1.06745 0.37780
H 1.25104 1.59813 -0.35306
H -2.19296 2.85641 0.16836
*
```

- HOMO-LUMO gap: 7.74 eV
- HOMO level: -7.229 eV



Energies, relative to the best one, in kcal/mol: run P 0.0; run Q 17.2.